[1]
A single C5H8O molecule. Source: OMol25; level of theory: ωB97M-V/def2-TZVPD.

XYZ file:
```
14
Properties=species:S:1:pos:R:3:lowdin_charge:R:1
C -1.544 -1.227 -0.700 -0.156
C -1.064 -0.026 0.019 0.036
C 1.244 1.766 -0.642 0.033
C 1.581 0.925 0.328 -0.250
O 0.776 0.693 1.423 -0.131
C -0.128 -0.355 1.115 -0.293
H -1.578 -0.990 -1.771 0.081
H -2.604 -1.349 -0.428 0.093
H -1.011 -2.181 -0.550 0.070
H 1.895 1.886 -1.502 0.059
H 0.314 2.323 -0.594 0.065
H 2.492 0.321 0.305 0.116
H -0.803 -0.482 1.983 0.151
H 0.432 -1.305 1.014 0.126
```

Calculated values
* gap between HOMO and LUMO: 8.50 eV
* net charge: 0
* LUMO energy: -0.02 eV
* energy: -7357.213 eV

***

[2]
2 unconnected molecules or ions with the total composition C4H4N3. Source: OMol25; level of theory: ωB97M-V/def2-TZVPD.

XYZ file:
```
11
Properties=species:S:1:pos:R:3:mulliken_spin:R:1
C -2.119 -1.120 0.116 0.736
C -0.612 1.585 0.058 -0.080
C 1.116 -0.153 0.749 0.049
C 0.883 -0.191 -0.754 0.052
N -2.792 -1.972 -0.175 0.260
N -1.101 2.592 -0.136 0.393
N -0.086 0.382 0.133 0.543
H 1.068 -1.124 1.201 0.018
H 1.702 0.600 1.363 0.014
H 1.436 0.421 -1.398 0.007
H 0.505 -1.018 -1.158 0.006
```

Calculated values
* gap between HOMO and LUMO (alpha / beta): 13.21 / 7.03 eV
* net charge: +1
* LUMO energy (alpha / beta): -3.88 / -10.33 eV
* energy: -8666.282 eV
* spin multiplicity: 3

***

[3]
2 unconnected molecules or ions with the total composition C3HBrF4. Source: OMol25; level of theory: ωB97M-V/def2-TZVPD.

XYZ file:
```
9
Properties=species:S:1:pos:R:3:lowdin_charge:R:1
C -0.581 0.814 0.043 -0.174
C -1.620 0.022 0.016 -0.776
C 1.636 -0.395 -0.144 -0.163
F -0.375 2.091 0.132 0.091
F -2.894 0.308 -0.117 0.005
F 1.658 -0.904 1.088 0.078
F 2.267 0.752 -0.290 0.090
Br -1.453 -1.859 0.320 0.740
H 1.362 -0.829 -1.048 0.110
```

Calculated values
* gap between HOMO and LUMO (alpha / beta): 9.21 / 8.06 eV
* net charge: 0
* LUMO energy (alpha / beta): -0.12 / -0.82 eV
* energy: -84033.946 eV

***

[4]
A molecular structure, C16H19IrO3S3. Source: OMol25; level of theory: ωB97M-V/def2-TZVPD.

XYZ file:
```
42
Properties=species:S:1:pos:R:3:mulliken_spin:R:1
Ir 0.395 0.106 0.017 2.502
C -3.025 -0.993 2.920 0.002
C -1.858 -1.643 2.204 0.026
C -2.008 -2.150 0.911 0.078
C -0.900 -2.400 0.090 0.119
C -1.064 -2.910 -1.316 0.021
C 0.409 -2.181 0.610 -0.080
C 0.586 -1.781 1.978 0.026
C 1.971 -1.749 2.609 0.011
C -0.571 -1.572 2.752 0.058
H -3.992 -1.333 2.490 -0.001
H -2.948 0.107 2.817 0.005
H -3.000 -1.207 4.018 0.002
H -3.017 -2.363 0.513 0.004
H -1.675 -3.844 -1.337 -0.001
H -0.077 -3.099 -1.770 -0.002
H -1.573 -2.140 -1.944 -0.003
H 1.279 -2.625 0.092 0.008
H 2.169 -2.653 3.257 0.003
H 2.136 -0.818 3.194 -0.001
H 2.750 -1.761 1.816 0.007
H -0.469 -1.315 3.804 0.008
S 1.666 1.991 0.358 0.779
C 2.187 2.170 -1.281 0.129
C 2.523 3.428 -1.799 -0.002
C 3.241 3.466 -2.978 0.115
C 3.648 2.302 -3.653 0.033
C 3.226 1.038 -3.261 0.066
C 2.458 0.968 -2.091 0.103
S 1.961 -0.560 -1.532 0.709
H 2.250 4.307 -1.215 0.001
H 3.595 4.396 -3.353 0.007
H 4.279 2.419 -4.525 0.003
H 3.460 0.127 -3.802 -0.001
C -3.438 1.697 -0.031 0.002
S -1.641 1.958 -0.143 0.027
O -1.200 1.004 -1.257 0.162
O -1.275 3.331 -0.372 0.009
O -1.145 1.369 1.159 0.063
H -3.922 1.985 -0.973 0.002
H -3.813 2.310 0.828 0.002
H -3.578 0.616 0.196 0.001
```

Calculated values
* gap between HOMO and LUMO (alpha / beta): 7.74 / 5.29 eV
* net charge: +1
* LUMO energy (alpha / beta): -2.72 / -6.53 eV
* energy: -58377.610 eV
* spin multiplicity: 6